Density functional theory data (ωB97M-V/def2-TZVPD) for a single C4H12N4 molecule in a non-equilibrium geometry.

Each line ends with the natural charge from an NBO analysis.
CARTESIAN COORDINATES (ANGSTROEM)
C -0.26039 -1.60210 -1.65994  -0.43
N -0.73480 -0.32857 -1.15837  -0.64
C 0.29841 0.89491 -0.85231  0.33
N -0.02566 2.13176 -1.08589  -0.96
H -1.46491 0.04462 -1.75892  0.39
H 0.59876 2.57163 -1.75319  0.35
H 1.27922 0.51219 -1.17361  0.15
H -0.11952 -2.26222 -0.80089  0.20
H 0.67655 -1.50703 -2.21877  0.18
H -1.01253 -2.08772 -2.28241  0.21
C 1.04888 0.80966 1.82614  -0.42
N -0.06305 0.72883 0.87774  -0.53
C -1.02571 -0.48287 0.89504  0.32
N -0.77146 -1.56001 1.54751  -0.74
H -0.58755 1.60622 0.89464  0.43
H 0.21244 -1.82041 1.55686  0.33
H -2.05446 -0.13073 0.93978  0.18
H 1.47889 1.81140 1.79006  0.23
H 1.79307 0.06055 1.56688  0.20
H 0.73381 0.60989 2.84965  0.22

The LUMO energy is 0.032 Eh. The value obtained for the total energy is -378.487124 Ha. The value obtained for the energy relative to the best compared isomer or geometry (same formula, charge and spin) is 396.8 kJ/mol. The calculation puts the largest force on an atom at 2.73 eV/Å. The gap between HOMO and LUMO comes out at 8.75 eV.